53
Properties=species:S:1:pos:R:3:forces:R:3 method="wB97M-V/def2-TZVPD" homo_energy_ha=-0.097 charge=-1 energy_ha=-1505.76697 multiplicity=1 homo_lumo_gap_ev=4.6 lumo_energy_ev=2.004
C -3.162 2.414 -2.309 -0.65 0.28 -0.88
C -3.887 0.996 -2.490 -0.56 0.66 -0.71
O -4.056 0.254 -1.257 0.57 -0.91 -1.15
C -3.267 -0.979 -1.292 1.05 0.64 0.12
C -1.738 -0.537 -1.282 1.27 0.43 1.62
C -1.206 0.079 -0.137 -0.26 -0.75 -1.73
C -1.964 0.366 1.225 1.62 0.12 -0.15
C -1.138 -0.431 2.370 0.29 -0.33 0.64
C -2.030 -0.810 3.639 0.79 -0.05 -0.25
O -0.632 -1.692 1.830 -0.19 0.83 0.09
C 0.331 0.547 -0.205 -0.11 0.46 0.06
O 0.668 1.661 0.251 -0.77 -3.01 -0.91
C 1.310 -0.486 -0.924 -1.11 -1.15 -1.54
C 2.784 -0.814 -0.367 0.17 1.33 -0.85
C 3.549 0.579 -0.019 -0.87 0.34 0.15
C 3.404 0.963 1.548 -0.90 -0.27 -0.46
C 3.326 2.539 1.778 1.22 -0.11 -1.19
O 2.987 2.942 3.135 -1.90 -0.87 0.13
C 1.693 2.516 3.513 -2.04 0.91 0.08
O 0.660 3.192 3.464 3.51 -1.52 -0.03
C 0.769 -1.128 -2.076 0.70 0.94 1.83
C 1.570 -2.228 -2.914 -1.20 -0.54 -0.37
N 2.015 -3.385 -2.059 3.42 3.11 -2.36
C -0.731 -0.749 -2.514 0.01 0.18 -0.44
O -1.057 -0.597 -3.708 0.71 -0.61 3.28
H -2.772 2.614 -1.261 -0.40 -0.47 -1.40
H -3.943 3.217 -2.572 1.20 -1.00 0.61
H -2.346 2.530 -3.110 -0.94 -0.24 1.45
H -3.350 0.388 -3.287 -0.50 0.62 1.17
H -4.943 1.194 -2.908 1.47 -0.32 0.69
H -3.496 -1.562 -0.340 0.32 0.81 -1.30
H -3.504 -1.625 -2.198 0.26 0.88 1.07
H -3.066 0.100 1.216 1.49 0.24 -0.16
H -1.832 1.490 1.433 -0.37 -1.63 -0.20
H -0.200 0.159 2.678 -1.60 -0.36 -0.36
H -1.421 -1.496 4.324 -0.75 0.97 -0.97
H -2.906 -1.427 3.263 0.86 0.97 0.59
H -2.316 0.106 4.246 0.02 -1.10 -0.88
H 0.258 -1.883 2.178 -0.69 0.20 -0.19
H 3.396 -1.308 -1.197 -1.21 0.37 1.18
H 2.760 -1.506 0.533 -0.10 0.78 -1.11
H 3.001 1.370 -0.651 0.94 -0.98 1.10
H 4.626 0.584 -0.379 -1.22 -0.23 0.64
H 4.221 0.493 2.192 -0.90 0.74 -0.92
H 2.425 0.452 1.878 1.34 0.95 -0.39
H 4.380 2.956 1.579 -1.55 -0.49 0.52
H 2.634 3.089 1.063 0.63 -1.11 0.80
H 1.610 1.462 3.954 0.61 1.19 -0.61
H 0.807 -2.683 -3.652 1.02 1.06 0.78
H 2.424 -1.781 -3.522 -1.08 -0.27 0.86
H 1.536 -3.300 -1.126 1.95 0.59 -1.56
H 1.671 -4.284 -2.486 1.03 1.89 0.55
I 0.145 -4.562 -1.055 -6.61 -4.15 3.08

***

68
Properties=species:S:1:pos:R:3:forces:R:3 method="wB97M-V/def2-TZVPD" homo_energy_ha=-0.186 de_lowest_kcal_mol=0.00 charge=-1 energy_ha=-3496.53224 multiplicity=1 homo_lumo_gap_ev=7.3 lumo_energy_ev=2.250
Ir 0.790 0.078 -0.180 1.35 3.81 2.09
C 2.212 -2.846 4.792 0.02 -0.11 0.03
C 1.837 -1.388 4.807 -0.11 0.08 -0.02
O 0.733 -1.179 3.893 0.01 -0.05 0.00
P 0.863 -0.084 2.755 0.03 -0.32 0.48
S -0.708 -0.247 1.533 -0.85 -0.33 1.07
S 2.514 -0.220 1.688 0.66 -0.34 -0.06
O 0.872 1.222 3.665 -0.05 0.28 0.10
C 1.158 2.527 3.113 -0.04 -0.12 -0.05
C 1.138 3.520 4.243 0.01 0.04 0.10
H 3.037 -3.024 5.486 -0.01 0.01 0.00
H 2.514 -3.153 3.793 0.01 0.02 -0.02
H 1.365 -3.464 5.091 0.00 0.01 0.00
H 2.682 -0.762 4.513 0.01 -0.01 -0.02
H 1.493 -1.057 5.787 0.00 0.00 0.01
H 0.407 2.758 2.358 -0.04 0.01 -0.01
H 2.124 2.492 2.610 0.02 0.00 0.00
H 0.166 3.535 4.737 -0.01 0.00 -0.03
H 1.346 4.517 3.852 0.00 0.00 0.01
H 1.896 3.276 4.989 0.01 0.00 -0.02
N 2.295 0.350 -1.519 0.52 -0.69 -1.29
N 2.839 1.643 -1.554 -0.11 0.21 0.09
C 2.411 2.528 -0.548 0.12 -0.12 -0.34
O 3.055 3.541 -0.358 -0.11 0.10 0.17
O 1.294 2.195 0.013 -0.29 -0.63 0.66
H 2.987 -0.338 -1.227 0.03 -0.04 -0.24
H 1.873 0.082 -2.414 0.12 -0.07 -0.01
H 3.810 1.719 -1.811 0.00 -0.03 0.02
O -1.670 -1.682 -3.737 0.04 -0.02 0.17
C -0.740 -1.595 -2.921 -0.02 -0.04 -0.15
O -0.075 -0.561 -2.645 0.44 -0.23 -1.03
C -0.362 -2.847 -2.138 -0.07 -0.14 0.04
C -0.900 -4.041 -2.609 0.09 0.21 0.01
C -0.584 -5.254 -2.038 -0.22 -0.44 -0.17
C 0.275 -5.339 -0.959 0.05 0.04 0.09
C 0.763 -4.156 -0.482 0.31 -0.25 0.30
C 0.495 -2.875 -1.003 0.07 0.31 0.17
O 1.114 -1.898 -0.367 -1.15 -0.82 -1.05
N 1.669 -4.222 0.688 -0.18 0.09 -0.12
O 2.814 -4.582 0.489 0.03 -0.01 0.00
O 1.208 -3.931 1.769 0.01 -0.04 0.03
N -1.163 -6.495 -2.574 0.18 0.40 0.16
O -1.913 -6.414 -3.526 -0.06 -0.05 -0.07
O -0.858 -7.543 -2.029 -0.01 -0.09 0.00
H -1.568 -3.985 -3.457 0.00 0.04 0.01
H 0.529 -6.288 -0.511 0.02 0.00 -0.01
C -3.692 2.696 -0.943 0.03 0.00 0.01
N -3.407 1.721 -1.982 -0.04 -0.11 -0.05
C -2.868 2.417 -3.149 0.02 -0.03 0.02
N -1.691 3.241 -2.859 0.09 0.05 -0.01
C -2.028 4.172 -1.787 0.01 -0.10 0.04
N -2.547 3.529 -0.577 0.15 -0.03 0.00
C -1.499 2.737 0.087 0.04 0.11 0.04
P -0.863 1.411 -1.026 -0.53 -1.19 -1.09
C -2.473 0.681 -1.522 -0.21 0.21 0.08
C -0.521 2.416 -2.512 -0.12 0.17 -0.15
H -4.048 2.175 -0.051 -0.01 0.01 0.00
H -4.486 3.356 -1.305 0.00 0.02 0.01
H -3.648 3.080 -3.533 0.00 0.00 -0.02
H -2.615 1.684 -3.915 0.01 -0.02 0.02
H -2.796 4.854 -2.162 -0.02 0.00 0.01
H -1.139 4.750 -1.526 -0.01 0.02 0.01
H -1.891 2.287 0.999 -0.04 0.02 0.00
H -0.667 3.386 0.353 -0.01 0.04 0.04
H -2.904 0.147 -0.670 -0.02 0.03 0.00
H -2.308 -0.038 -2.321 -0.09 0.05 -0.05
H -0.289 1.733 -3.329 -0.03 -0.02 0.02
H 0.344 3.055 -2.328 -0.02 0.07 -0.03

***

55
Properties=species:S:1:pos:R:3:forces:R:3 method="wB97M-V/def2-TZVPD" homo_energy_ha=-0.495 de_lowest_kcal_mol=15.17 charge=+2 energy_ha=-1912.99393 multiplicity=1 homo_lumo_gap_ev=6.9 lumo_energy_ev=-6.527
Mo -0.218 -0.431 0.070 -0.38 0.28 -0.13
C 1.683 0.418 4.837 -0.19 -0.07 -0.05
N 0.304 0.083 4.457 0.09 0.00 0.00
C -0.672 -0.365 5.322 -0.11 0.04 0.01
C -1.787 -0.563 4.601 0.02 -0.08 0.03
N -1.491 -0.239 3.274 0.15 0.02 0.14
C -0.183 0.148 3.216 -0.05 0.00 -0.19
S 0.784 0.598 1.855 0.18 0.15 0.30
C -2.490 -0.238 2.267 -0.25 0.10 0.03
C -3.813 -0.024 2.662 0.25 -0.04 -0.09
C -4.811 -0.110 1.717 -0.09 0.00 -0.06
C -4.476 -0.392 0.395 -0.01 0.01 0.04
C -3.150 -0.535 0.085 -0.13 0.00 -0.09
N -2.155 -0.455 0.993 0.12 0.05 0.19
H 1.801 0.179 5.889 0.05 0.02 0.00
H 1.856 1.478 4.673 0.06 0.00 0.01
H 2.369 -0.177 4.239 0.06 0.04 0.02
H -0.477 -0.513 6.369 -0.03 0.00 0.02
H -2.745 -0.948 4.893 0.01 -0.02 0.04
H -4.046 0.230 3.684 -0.01 0.00 0.00
H -5.840 0.054 2.004 -0.01 0.00 -0.01
H -5.224 -0.476 -0.379 -0.02 0.00 0.01
H -2.849 -0.722 -0.943 0.08 0.00 0.04
C 3.111 1.970 -2.681 -0.01 -0.01 -0.05
N 2.689 0.571 -2.489 -0.05 0.09 0.00
C 2.029 0.123 -3.722 0.04 -0.04 -0.02
N 0.926 0.973 -4.157 -0.03 -0.03 -0.01
C 1.387 2.353 -4.274 0.05 0.03 -0.01
N 1.993 2.836 -3.033 0.01 0.07 -0.02
C 1.040 3.067 -1.984 -0.32 0.23 0.17
P 0.207 1.422 -1.538 0.35 -0.30 -0.25
C 1.833 0.560 -1.313 0.01 -0.36 0.31
C -0.212 0.876 -3.262 -0.10 0.01 -0.08
H 3.834 2.002 -3.496 0.00 -0.01 0.01
H 3.592 2.333 -1.773 0.01 0.01 0.00
H 1.662 -0.896 -3.596 0.01 0.02 0.01
H 2.788 0.114 -4.505 -0.02 0.00 -0.01
H 0.553 2.997 -4.553 0.00 0.00 0.00
H 2.141 2.402 -5.059 -0.01 -0.01 -0.01
H 0.271 3.763 -2.320 0.02 0.02 0.03
H 1.512 3.475 -1.090 0.03 -0.02 -0.01
H 1.677 -0.500 -0.958 0.17 -0.03 -0.13
H 2.385 1.048 -0.507 -0.03 0.04 -0.01
H -1.031 1.501 -3.629 0.03 -0.02 -0.01
H -0.581 -0.153 -3.243 0.01 -0.01 -0.01
C 0.726 -3.086 -2.109 -0.06 -0.06 0.11
O 0.512 -3.344 -0.711 0.04 0.05 0.08
C 0.174 -2.358 0.078 0.06 -0.22 -0.34
C 0.041 -2.871 1.506 -0.05 0.13 0.08
H 1.695 -2.606 -2.236 -0.01 0.01 -0.02
H -0.086 -2.470 -2.497 0.03 0.02 -0.06
H 0.726 -4.056 -2.596 0.00 0.03 -0.02
H 0.341 -3.918 1.507 0.00 -0.02 0.02
H -0.988 -2.802 1.862 0.00 -0.07 -0.01
H 0.684 -2.323 2.195 0.02 -0.04 0.01

***

51
Properties=species:S:1:pos:R:3:forces:R:3 method="wB97M-V/def2-TZVPD" homo_energy_ha=-0.333 de_lowest_kcal_mol=55.74 energy_ha=-1092.07780 multiplicity=1 homo_lumo_gap_ev=9.6 lumo_energy_ev=0.496 smiles="CNC(=O)[C@@H](CC(C)C)NC(=O)[C@@H](Cc1ccccc1)NC(C)=O"
O 0.305 1.784 1.111 0.67 -0.70 -0.43
O 0.517 -1.408 -0.996 0.87 -0.54 0.82
O -3.791 -1.207 0.148 -0.20 -1.06 0.06
C 1.259 1.815 0.337 0.43 -0.78 0.02
C 0.735 -1.252 0.205 -2.84 1.08 -2.07
C -2.608 -0.916 0.250 -1.16 -0.22 0.34
C 7.024 0.606 0.115 0.46 -1.14 -0.71
C 6.129 0.883 1.153 1.48 0.42 0.50
C 6.675 -0.450 -0.787 -0.79 1.71 0.96
C 4.994 0.106 1.356 -0.74 -0.14 -1.53
C 5.407 -1.011 -0.734 -1.50 -0.09 1.66
C 4.510 -0.809 0.376 1.75 1.24 0.66
N -2.218 0.290 -0.127 3.05 2.04 0.31
N 2.130 0.733 0.130 -1.89 1.04 1.01
N -0.267 -1.353 1.124 0.59 -1.11 -2.87
C 1.571 3.084 -0.420 -1.29 -1.11 0.29
C -3.039 1.357 -0.728 0.91 -1.16 -0.46
C -2.652 -5.520 -0.454 -1.26 0.32 -1.43
C -3.371 -4.308 1.658 1.67 1.34 -0.94
C -2.821 -4.126 0.215 -0.39 0.08 1.10
C 3.112 -1.422 0.536 2.64 -1.44 -1.40
C -1.484 -3.245 0.187 -2.49 -1.40 -0.50
C 1.953 -0.565 0.739 -0.92 1.12 0.95
C -1.581 -1.898 0.906 0.02 0.16 -1.03
H 8.021 1.135 0.017 -1.48 -0.63 0.14
H 6.440 1.691 1.866 -0.64 -0.89 -0.58
H 7.248 -0.730 -1.638 0.77 0.08 -0.37
H 4.343 0.354 2.166 -0.26 0.04 0.62
H 5.062 -1.602 -1.560 -0.01 -0.50 -0.24
H -1.256 0.576 0.182 -1.38 -0.32 -0.60
H 2.886 0.786 -0.507 0.49 0.43 -0.65
H -0.034 -1.002 1.972 0.31 1.10 3.07
H 2.404 3.533 0.026 0.98 1.16 0.96
H 0.663 3.682 -0.472 0.30 0.21 0.31
H 1.881 2.870 -1.396 0.37 -0.47 -1.66
H -3.100 1.255 -1.807 -0.44 -0.67 -0.21
H -2.510 2.278 -0.675 0.48 0.76 0.81
H -4.008 1.429 -0.291 -0.67 -0.05 0.34
H -3.630 -6.108 -0.580 0.83 1.44 -0.07
H -2.172 -6.241 0.193 1.18 0.09 -0.01
H -2.218 -5.381 -1.507 -0.25 -0.64 1.62
H -4.213 -4.906 1.583 -1.55 -1.63 0.12
H -2.607 -4.746 2.327 -0.49 0.35 -0.03
H -3.784 -3.340 1.954 0.48 -0.01 0.57
H -3.638 -3.556 -0.279 0.81 -0.32 -0.11
H 2.949 -1.910 -0.401 -0.16 -0.39 -1.04
H 3.073 -2.273 1.205 0.31 0.04 0.61
H -0.685 -3.831 0.635 0.23 -0.01 -0.09
H -1.381 -3.156 -0.881 0.93 0.46 -0.27
H 1.684 -0.495 1.782 0.67 0.82 0.70
H -1.900 -2.088 1.903 -0.88 -0.15 0.75